30
Properties=species:S:1:pos:R:3:forces:R:3 method="wB97M-V/def2-TZVPD" smiles="C[C@H](NC(=O)[C@@H](N)CCC(N)=O)C(=O)O" de_lowest_kcal_mol=102.0 total_energy_ev=-21197.1561
C -2.950404 0.216496 0.056710 1.4 2.2 0.9
H 2.601752 -0.887127 1.743477 -2.1 0.3 -0.8
H -0.526842 1.196511 0.544788 0.8 -0.3 1.5
C 0.483538 -0.627936 1.396421 1.3 -4.0 3.8
N -3.533211 2.617933 0.649750 1.7 -4.2 -0.8
C -2.000490 -0.157534 1.228907 -1.3 0.0 1.2
C 3.758470 0.376118 -0.271985 -1.6 1.1 -0.1
O 2.234080 -0.802698 -2.483646 -1.2 -1.1 2.4
H 3.938805 0.453420 -1.449544 0.5 -0.8 2.9
C 1.981132 -1.141298 -1.329543 1.7 -1.2 -1.4
H -2.835110 -0.431808 -0.810996 0.2 0.6 0.2
O -1.967508 2.305870 -1.081380 -0.9 -1.2 2.0
H -0.803079 -1.250816 -1.114008 0.1 4.1 1.6
H -2.221369 -1.217992 1.335658 0.6 -0.1 0.6
H 3.837857 1.519100 0.119088 -0.3 -2.9 -0.6
H -2.258602 0.397287 2.232637 0.4 -1.1 -1.9
C -2.651518 1.787102 -0.186649 -3.6 1.2 -0.3
H 1.714533 0.739723 -0.528231 -1.4 1.4 -0.6
O 1.806581 -2.508563 -0.934938 -0.3 1.2 -1.8
N -0.641668 -0.165584 -0.724587 0.9 -2.6 -2.6
C -0.605837 0.101150 0.724086 -1.1 1.1 -3.0
H 1.748523 -3.138397 -1.741887 0.3 2.0 1.6
O 0.182137 -1.552380 2.202106 0.2 2.4 -1.5
H -3.401172 3.587579 0.549786 0.0 1.1 0.3
H 4.261983 -0.348127 0.477514 0.2 1.3 -1.9
H -3.997507 2.146587 1.465706 0.8 1.2 -1.4
H -1.152183 0.662465 -1.192448 1.3 -2.4 0.2
C 2.203404 -0.108730 -0.190946 2.8 -0.1 0.3
H -3.915169 0.003330 0.411753 -1.7 0.6 0.5
N 1.839949 -0.401174 1.185918 0.3 0.1 -1.2

31
Properties=species:S:1:pos:R:3:forces:R:3 method="wB97M-V/def2-TZVPD" smiles="NC(=O)CC[C@H](NC(=O)[C@@H](N)CO)C(=O)O" de_lowest_kcal_mol=7.6 total_energy_ev=-23248.3351
H -3.361395 -1.654268 0.334473 -0.4 -0.8 0.0
H 1.863146 2.198639 -0.517593 -0.2 -0.7 0.0
H -4.236109 0.081826 -1.222690 0.8 0.3 0.8
H -2.616770 0.556374 1.985361 0.3 0.1 -0.3
H 0.599088 0.768901 -1.828648 0.0 -0.5 0.2
H -0.567470 -0.858688 0.990142 0.1 -0.2 0.6
N 3.936135 1.701471 1.060946 0.1 -0.3 -0.7
H -3.640257 2.193535 -0.695024 -0.3 0.6 -0.6
O -3.285538 1.604109 -0.050561 0.8 0.0 0.3
O 2.915932 -2.112757 -0.258780 -1.3 -1.2 0.8
H 4.936987 1.649041 1.126392 0.1 0.2 0.3
C -1.746509 -0.722427 -0.616801 0.8 0.1 3.1
O -1.951181 -0.673385 -1.786291 0.0 -0.2 -2.3
C 1.644422 -1.972994 0.179299 0.7 1.6 -2.6
C 1.326620 0.189175 -1.241124 1.8 0.7 -1.3
H 3.440190 2.485327 1.439803 0.0 0.1 0.1
N -2.524742 -0.425808 1.750355 0.0 0.3 1.4
N -0.527917 -0.797296 -0.004629 -0.1 -0.1 -0.6
O 1.244657 -2.524973 1.125568 -1.0 -1.5 2.4
O 4.117481 0.140005 -0.571800 -0.8 1.6 0.7
C -3.893860 0.345663 -0.185754 -1.5 -0.8 0.5
C 3.416083 0.964535 0.048587 0.7 -1.6 0.2
H -3.106469 -0.883789 2.449190 0.1 -0.3 -0.4
H 0.415882 -1.698183 -1.528495 -0.1 -0.8 -1.2
C -2.915223 -0.687991 0.404639 -0.4 1.0 -1.7
H 2.181532 -0.046513 -1.937328 -1.0 0.0 0.4
C 1.939438 1.133911 -0.189197 -0.5 0.7 -1.2
H -4.810805 0.374531 0.441430 0.3 -0.3 -0.2
C 0.704743 -1.090501 -0.714779 0.1 0.7 1.4
H 1.304707 1.059135 0.672610 0.1 0.1 1.0
H 3.197202 -1.296603 -0.659295 0.8 1.0 -0.8

31
Properties=species:S:1:pos:R:3:forces:R:3 method="wB97M-V/def2-TZVPD" smiles="NC(=O)CC[C@H](N)C(=O)N[C@@H](CO)C(=O)O" de_lowest_kcal_mol=62.9 total_energy_ev=-23245.9362
H -0.151370 -0.584527 4.655355 0.8 0.5 -0.4
C -2.376409 1.121834 1.233834 -0.4 1.1 -3.5
C 0.261566 -0.526136 -2.113423 -2.6 -1.2 -0.6
H -3.711449 0.618651 2.487855 -0.2 -0.4 -2.8
H 2.272162 -1.460166 0.590850 -1.5 0.3 -2.5
H 1.297729 0.274898 -3.837318 -0.2 0.0 -0.4
C -1.211735 0.245625 1.712214 -0.1 0.4 0.4
C 0.558577 -0.805772 -0.659036 -1.0 0.4 3.4
H -0.670877 0.077031 -2.391364 1.1 -0.4 1.4
C -1.107046 0.092458 3.275416 -2.2 1.3 0.6
C -0.601433 -1.598515 0.064268 1.1 -0.5 -0.8
H 2.387740 -0.447344 -2.578674 -1.7 0.6 -0.5
O -3.620476 0.585324 1.449610 -1.6 -0.1 4.8
O 0.755953 1.863716 -1.315137 1.1 0.7 -1.2
O 0.111466 -0.208110 3.777595 -1.6 -0.6 0.3
H 0.545078 0.176679 -0.085522 1.0 -1.4 -1.0
C 1.587502 1.376259 -2.067642 2.0 1.5 1.3
H -2.300665 2.259498 1.409751 0.2 -1.7 0.6
H -0.063433 -1.477863 -2.508829 0.6 -0.6 -0.6
H -1.855518 -1.797271 1.518159 -0.3 0.4 0.4
O -0.844141 -2.740838 -0.309082 -0.3 0.8 0.4
C 1.395685 0.121695 -2.772428 2.3 -1.7 -0.4
N -1.188842 -1.097650 1.219248 -0.1 -1.3 -1.3
H -0.411908 0.721495 1.179036 1.1 0.5 0.8
H 3.197204 2.710357 -2.052649 -0.5 2.0 1.2
O -2.121630 0.207498 4.006592 2.9 -0.5 -2.1
N 1.857274 -1.534132 -0.418064 0.8 -0.2 1.8
H 3.631322 1.522385 -2.873023 -1.8 -0.9 1.1
H 1.892741 -2.565730 -0.590377 -0.9 1.4 -0.2
H -2.479359 1.108449 0.074858 1.6 0.0 1.5
N 2.964294 1.760200 -2.082073 0.6 -0.4 -1.8

29
Properties=species:S:1:pos:R:3:forces:R:3 method="wB97M-V/def2-TZVPD" charge=+1 de_lowest_kcal_mol=0.0 total_energy_ev=-36162.6362
C -4.992886 -1.258283 0.000489 -0.4 -2.9 -1.7
C 1.489883 -0.266629 -1.265167 0.8 -3.9 -0.6
S -3.280274 -1.114728 -0.280280 -0.4 1.6 0.2
H 1.494321 1.313040 1.745685 0.5 -1.2 -0.8
C 0.705289 -0.762287 1.580561 2.7 -1.3 -0.2
H 0.518375 2.727857 1.093674 0.1 0.2 0.5
N -4.794991 0.847381 0.221537 2.2 -0.2 -0.5
H -0.203235 -0.281676 1.704330 -2.3 0.1 0.6
C 1.638496 0.423350 1.061017 -2.3 -0.1 1.5
H 0.689677 -2.281638 -1.561894 -0.3 0.4 0.1
H 0.060087 3.746186 -0.176334 1.0 -1.2 -0.1
C 0.963831 1.941115 -0.652727 -0.9 1.7 -2.8
H 2.565049 -0.004873 1.191912 2.6 -0.2 -0.1
H 0.851395 1.974889 -1.746103 -0.3 0.9 0.5
C -3.470452 0.674741 -0.065051 -1.0 -2.2 0.8
N 0.668881 2.956975 0.131569 -0.9 1.1 0.0
C 0.564545 -1.481101 -0.816106 -0.5 1.0 -0.3
N -5.635822 -0.182292 0.218943 -0.7 -0.5 -0.3
H 1.208254 -1.155927 2.545311 -1.2 1.2 -1.2
H 0.076478 -2.874041 0.830738 0.3 1.3 -0.1
H -5.116564 1.772769 0.156364 -1.0 1.2 0.4
N 1.436910 0.816597 -0.335699 0.7 -2.2 2.3
H -0.458183 -1.034098 -0.841819 0.4 -0.7 -0.3
H -5.456903 -2.273033 -0.343456 0.5 2.1 1.4
H 1.692563 -2.366290 0.792246 2.9 -1.3 -0.1
H 1.159826 -0.029869 -2.265821 -0.2 0.7 -0.1
H 2.503098 -0.762455 -1.428722 -0.7 1.3 0.7
S -2.316130 1.807624 0.048133 0.8 0.6 -0.3
C 0.758792 -2.008680 0.596056 -2.4 2.1 0.4

38
Properties=species:S:1:pos:R:3:forces:R:3 method="wB97M-V/def2-TZVPD" charge=-1 de_lowest_kcal_mol=61.4 total_energy_ev=-37697.5523
C -1.312179 -1.492246 1.327679 2.0 0.2 -1.9
C -1.458678 0.551904 -2.861897 5.5 -3.2 -6.5
N 1.132818 -1.301583 0.882866 0.8 -1.0 0.4
H -0.107948 -1.704709 -0.612501 -1.0 0.4 -0.1
H -0.054491 5.323305 -1.239816 0.1 0.0 -0.3
Y 0.477313 0.899475 0.213260 0.8 2.9 -2.9
O 2.561851 -2.003250 -1.927558 -0.8 0.1 1.4
H -3.525521 -0.251031 0.852465 0.7 -0.5 -0.5
O -2.744020 0.478194 -3.137452 -2.2 1.0 0.7
H 0.177468 -3.792419 1.526283 0.8 -0.1 0.0
O 2.962725 1.892454 3.424029 0.6 0.4 0.8
C 2.117065 -0.767591 -2.372544 1.4 4.0 -4.1
O -1.153729 0.552009 -1.673592 0.5 0.8 5.4
C -0.045372 -3.454510 0.514227 -0.2 -1.1 0.1
H -2.846760 1.396925 0.790134 0.7 -0.2 -0.8
H 2.798213 -2.457595 -2.739530 0.0 0.0 -0.3
O -0.669612 0.332702 -3.797028 -0.6 1.0 0.4
H 3.677212 2.216791 2.870949 0.9 0.2 0.3
H 1.799415 -1.801841 0.312349 1.0 0.7 -0.4
O 2.214831 -0.525197 -3.601145 0.0 -2.2 1.5
H 0.573973 -3.870666 -0.280328 0.5 -0.1 0.4
H -1.176212 -1.721341 2.384620 0.1 -0.2 0.0
O 1.879569 0.219878 -1.597646 -0.9 -1.9 2.7
O -0.601517 4.970513 -0.534197 -0.2 0.5 -0.3
O 0.513557 3.003738 -1.111805 0.7 2.4 -1.9
H 1.393358 -1.556882 1.824702 -0.2 0.1 0.5
O 0.941774 1.307048 2.621331 -4.1 -1.2 3.7
C 2.109400 1.599733 2.476344 -1.8 -0.6 -2.0
O -0.744306 2.994884 0.511938 -2.8 0.5 2.8
C -0.304069 3.690173 -0.422987 2.4 -4.6 0.4
H -2.143709 -2.047910 0.894191 -0.4 0.6 0.2
H -2.907500 0.605474 2.237197 -0.4 -0.3 0.4
C -0.076807 -1.952669 0.448467 -2.0 -0.7 1.2
H -0.999873 -3.957612 0.359554 -0.5 0.5 -0.3
H -2.795848 0.708048 -2.206814 -3.2 0.1 1.2
C -2.710497 0.390866 1.186853 -1.0 1.9 1.9
O 2.422084 1.589202 1.284891 4.1 0.9 -3.2
O -1.373980 -0.064265 1.172512 -1.3 -1.4 -0.6

26
Properties=species:S:1:pos:R:3:forces:R:3 method="wB97M-V/def2-TZVPD" smiles="CN1C[C@](O)(C(C)(C)C)C1=S" de_lowest_kcal_mol=60.8 total_energy_ev=-22909.9712
N -0.434380 -1.695130 0.842125 -1.9 0.0 -0.3
H 0.398416 1.070250 2.380771 2.5 -0.8 1.9
C -1.374899 -0.535420 0.585518 1.5 -1.3 0.7
C -0.727319 -2.955065 1.480618 1.8 0.3 1.0
C 1.553557 1.936796 -0.478176 -1.5 -0.7 1.4
H -1.171323 -2.761815 2.445722 -0.2 0.2 0.5
C 0.652832 -0.216465 -1.731344 -0.2 5.5 -1.6
H -1.838303 -0.632784 -0.353245 -1.0 -0.2 -1.1
H -1.397502 -3.596085 0.985248 -0.7 -0.6 -1.2
H 2.338276 1.834309 -1.170175 1.2 -0.4 -0.8
H -2.044524 -0.362959 1.422400 -0.1 0.2 -0.1
O -0.225883 1.218834 1.733579 -2.0 0.1 -3.5
H -1.499493 1.148998 -1.998237 1.3 1.2 1.7
H -0.236312 -0.729266 -1.792944 -1.8 -1.5 -0.4
C 0.374390 1.003860 -0.796272 -0.8 -1.5 1.8
H -1.364833 2.141672 -0.414790 0.0 0.4 -0.6
C 0.687007 -0.981839 0.820932 -2.4 1.1 0.9
H 0.230046 -3.482970 1.686614 -0.6 0.3 -0.3
S 2.173889 -1.382246 1.124054 2.8 -0.5 0.6
H 1.184064 2.969161 -0.564722 0.3 -0.3 0.6
H -0.440313 2.663701 -1.990195 -0.8 -1.4 1.5
C -0.113528 0.328766 0.570829 1.2 1.0 0.4
C -0.790350 1.791610 -1.285398 -1.6 0.6 -3.2
H 1.825063 1.610861 0.554169 0.6 1.1 -0.9
H 1.430948 -0.764338 -1.359405 2.2 -1.4 0.2
H 0.810474 0.377562 -2.697674 0.3 -1.6 0.8

26
Properties=species:S:1:pos:R:3:forces:R:3 method="wB97M-V/def2-TZVPD" de_lowest_kcal_mol=95.2 total_energy_ev=-22908.4834
S 2.253277 -1.212533 -0.785733 -1.8 -0.3 -0.5
N -1.666746 -0.743691 0.905501 -1.0 -0.3 -0.8
H -1.298822 -2.682137 1.456313 0.7 -0.3 -0.3
H -1.676534 -2.382773 -0.322298 -1.1 -0.8 -0.9
C 0.593891 -2.152430 -0.285818 0.5 -0.5 2.3
C 1.325967 0.708415 0.812992 1.0 0.5 -0.6
H -1.624972 1.255571 -1.911550 0.7 -0.2 0.6
C -1.025011 0.889869 -1.028885 -2.6 -0.1 -1.0
H 0.321055 -2.827966 -1.099531 0.6 0.2 -0.2
H 3.403895 0.531136 0.274031 2.1 1.8 -1.1
H -2.989319 0.593066 0.019268 -0.8 1.2 0.3
H -0.463045 3.084293 -0.903159 -0.4 -1.9 0.7
C -1.308148 -2.034233 0.588356 2.8 2.4 0.1
H 1.653219 2.765250 0.207331 -1.0 -1.3 -0.1
C 1.094652 1.828018 -0.185938 -0.6 2.0 1.7
H 1.487321 1.752780 -1.174047 0.7 -1.0 -0.5
O 0.562006 0.429555 1.716019 0.8 0.5 -0.3
H -2.434643 -0.689111 -1.002662 -0.1 0.6 0.5
H 1.020697 -2.735380 0.556451 -0.4 -0.1 -0.7
H 2.859420 -0.624560 1.391363 0.4 -0.6 1.4
C 2.606074 -0.025280 0.568024 -3.0 -2.4 0.4
C -2.113427 0.077444 -0.256755 2.0 -2.0 -0.4
H -1.060378 -0.338669 1.617400 -0.6 0.2 -0.5
H -0.803703 2.278552 0.632150 -0.7 0.0 0.9
C -0.413923 2.063352 -0.329286 1.8 2.7 -1.3
H -0.302801 0.191461 -1.459533 0.2 0.1 0.3

These records have F_max values of 5.655 3.225 5.072 4.010 9.127 5.728 3.899 eV/Å, in the order they appear.
These records have gap between HOMO and LUMO values of 9.53 9.76 9.65 8.79 6.94 9.06 8.12 eV, in the order they appear.
These records have HOMO energy values of -8.9 -9.3 -9.1 -11.7 -4.7 -8.4 -7.4 eV, in the order they appear.